Entry 1:
The following is a quantum chemistry calculation of C3H4NO2P in the gas phase in a non-equilibrium geometry, from OMol25.

Cartesian coordinates (Å):
C 0.39 -0.94 0.10
C -0.77 -0.36 0.06
C 1.61 -0.07 0.02
N 1.35 1.21 -0.30
O 2.70 -0.57 0.07
O 0.11 1.59 -0.33
P -2.38 0.30 0.29
H 0.59 -2.08 0.29
H 2.07 1.96 -0.14
H -2.68 -0.80 0.93
H -2.98 -0.24 -1.00

M: 117.04 g mol⁻¹
HOMO energy (alpha / beta): -0.2899 / -0.2899 Ha
LUMO energy (alpha / beta): -0.8 / -0.8 eV
Energy relative to the best compared isomer or geometry (same formula, charge and spin): 100.5 kcal/mol
Charge: 0
Frontier orbital gap (alpha / beta): 7.1 / 7.1 eV



Entry 2:
The following is a quantum chemistry calculation of a gas-phase ion, C3H4NO3 (charge -1) in a non-equilibrium geometry, from OMol25.

Cartesian coordinates (Å):
O -2.48 -0.30 0.20
C -1.34 -0.50 -0.06
C -0.19 -1.14 -0.04
C 1.12 -0.43 -0.33
O 0.90 0.91 -0.84
N -0.35 1.42 -0.61
O -0.42 2.01 0.64
H -0.13 -2.22 0.40
H 1.83 -0.14 0.52
H 1.78 -0.95 -1.00
H -0.72 1.32 1.11

M: 102.07 g mol⁻¹
HOMO energy: -0.0939 Ha
LUMO energy: 4.2 eV
Energy relative to the best compared isomer or geometry (same formula, charge and spin): 167.7 kcal/mol
Charge: -1
Frontier orbital gap: 6.8 eV



Entry 3:
The following is a quantum chemistry calculation of a gas-phase ion, C3H4NOS (charge +1) in a non-equilibrium geometry, from OMol25.

Cartesian coordinates (Å):
C 1.34 0.09 0.40
C -0.65 -0.97 -0.85
C -1.07 -0.04 0.25
N 0.28 -0.11 -0.17
O 2.21 2.39 0.63
S 2.26 1.11 1.34
H -0.67 -2.00 -0.86
H -0.81 -0.71 -1.83
H -1.49 0.84 -0.13
H -1.39 -0.60 1.21

M: 102.14 g mol⁻¹
HOMO energy: -0.5437 Ha
LUMO energy: -6.5 eV
Energy relative to the best compared isomer or geometry (same formula, charge and spin): 75.7 kcal/mol
Charge: +1
Frontier orbital gap: 8.3 eV



Entry 4:
The following is a quantum chemistry calculation of C3H4NP in the gas phase in a non-equilibrium geometry, from OMol25.

Cartesian coordinates (Å):
C -1.77 0.04 0.31
C -0.94 0.77 -0.31
C 1.26 -1.05 0.06
N 0.59 -1.81 0.70
P 0.83 0.54 -0.87
H -2.53 -0.49 0.80
H -1.13 1.76 -0.73
H 2.35 -1.11 -0.14
H 1.33 1.34 0.18

M: 85.05 g mol⁻¹
HOMO energy (alpha / beta): -0.3226 / -0.2896 Ha
LUMO energy (alpha / beta): 0.0 / -0.5 eV
Energy relative to the best compared isomer or geometry (same formula, charge and spin): 98.4 kcal/mol
Charge: 0
Frontier orbital gap (alpha / beta): 8.8 / 7.3 eV



Entry 5:
The following is a quantum chemistry calculation of a gas-phase ion, C3H4NS (charge +1) in a non-equilibrium geometry, from OMol25.

Cartesian coordinates (Å):
C 0.26 1.32 0.04
C 1.69 1.53 0.11
C 0.62 -0.86 0.10
N -0.33 0.19 -0.30
S 2.27 -0.10 -0.01
H -0.25 2.27 -0.08
H 0.23 -1.25 0.99
H 0.72 -1.70 -0.61
H -1.39 -0.05 -0.33

M: 86.14 g mol⁻¹
HOMO energy (alpha / beta): -0.5444 / -0.5444 Ha
LUMO energy (alpha / beta): -7.5 / -7.5 eV
Energy relative to the best compared isomer or geometry (same formula, charge and spin): 67.1 kcal/mol
Charge: +1
Frontier orbital gap (alpha / beta): 7.3 / 7.3 eV



Entry 6:
The following is a quantum chemistry calculation of a gas-phase ion, C3H4NS (charge +1) in a non-equilibrium geometry, from OMol25.

Cartesian coordinates (Å):
C -1.52 -0.84 0.23
C 0.20 -1.18 -0.10
C -0.96 0.73 0.06
N -0.94 -1.96 -0.02
S -2.72 0.31 -0.04
H 0.87 -0.92 -1.04
H 0.70 -1.03 0.86
H -0.74 1.44 0.91
H -0.52 1.08 -1.02

M: 86.14 g mol⁻¹
HOMO energy: -0.5582 Ha
LUMO energy: -5.8 eV
Energy relative to the best compared isomer or geometry (same formula, charge and spin): 98.8 kcal/mol
Charge: +1
Frontier orbital gap: 9.4 eV



Entry 7:
The following is a quantum chemistry calculation of a molecular structure, C3H4NS in a non-equilibrium geometry, from OMol25.

Cartesian coordinates (Å):
C 0.28 1.34 -0.13
C 1.86 -1.31 -0.12
C -1.68 -0.12 0.07
N -0.69 0.64 -0.10
S 2.25 0.11 0.06
H 0.18 2.48 -0.05
H 2.10 -2.32 -0.15
H -2.10 -0.74 -0.65
H -2.19 -0.09 1.07

M: 86.14 g mol⁻¹
HOMO energy (alpha / beta): -0.4965 / -0.4965 Ha
LUMO energy (alpha / beta): -5.5 / -5.5 eV
Energy relative to the best compared isomer or geometry (same formula, charge and spin): 86.9 kcal/mol
Charge: +1
Frontier orbital gap (alpha / beta): 8.0 / 8.0 eV



Entry 8:
The following is a quantum chemistry calculation of a molecular structure, C3H4Na2O in a non-equilibrium geometry, from OMol25.

Cartesian coordinates (Å):
C 0.85 0.61 0.66
C -0.31 -0.30 1.00
C 0.30 -0.37 -0.55
O -0.36 0.19 -1.62
Na -2.12 -0.86 -1.29
H 1.79 0.20 1.07
H -1.33 0.13 1.05
H -0.19 -1.19 1.64
H 1.06 -1.12 -0.85
Na 0.31 2.71 -1.11

M: 102.04 g mol⁻¹
HOMO energy (alpha / beta): -0.1881 / -0.1881 Ha
LUMO energy (alpha / beta): -0.7 / -0.7 eV
Energy relative to the best compared isomer or geometry (same formula, charge and spin): 0.0 kcal/mol
Charge: 0
Frontier orbital gap (alpha / beta): 4.4 / 4.4 eV